Entry 1:
18
Properties=species:S:1:pos:R:3:forces:R:3 method="wB97M-V/def2-TZVPD" multiplicity=1 total_energy_ev=-19507.082 e_above_lowest_kcal_mol=56.8 homo_ev=-0.295 charge=-2
C -2.44571 -0.27082 0.63208 -0.414 1.028 0.453
C -1.28833 -1.04259 0.40749 0.788 -2.406 -0.050
C -2.89382 0.80666 -0.18497 -0.658 1.137 -1.116
C 2.31510 1.00693 0.16321 -2.487 -0.158 -0.755
N -0.24165 -0.72169 -0.27360 -1.050 -0.990 -1.732
N 2.03589 -0.26966 0.14066 1.581 0.544 1.223
O 0.47203 -1.96778 -0.71586 -2.128 1.039 0.573
O 3.31042 -0.85587 0.26647 1.067 -2.348 -0.194
O -2.09123 1.14131 -1.30302 -0.074 -0.944 0.925
O -3.96512 1.47167 -0.09063 1.682 -1.146 0.231
O 1.18002 1.78974 0.17050 -0.490 -0.257 -0.018
O 3.46440 1.47286 0.08344 0.551 1.733 0.248
H -2.97438 -0.35881 1.57723 -0.149 -0.380 -0.255
H -1.18439 -2.14147 0.71170 -0.740 1.229 0.236
H -1.29922 0.53221 -1.28382 -0.561 0.522 0.076
H 0.41494 1.12685 0.13393 1.298 0.810 -0.043
H 1.34684 -1.64161 -0.47154 0.786 0.475 0.115
H 3.84419 -0.07792 0.03672 1.000 0.114 0.082

=====

Entry 2:
19
Properties=species:S:1:pos:R:3:forces:R:3 method="wB97M-V/def2-TZVPD" multiplicity=1 total_energy_ev=-21550.393 e_above_lowest_kcal_mol=0.0 homo_ev=-10.683 smiles="O=C[C@H](O)C(CO)([N+](=O)[O-])[N+](=O)[O-]"
C -1.34698 -1.26105 -0.80802 2.323 -1.917 -1.038
C 0.44110 1.25754 -0.70210 -1.406 3.052 -0.221
C -0.80909 -0.62847 0.47609 -0.015 -0.255 0.290
C 0.55546 0.14164 0.23681 -1.380 -1.867 2.124
N 1.63738 -0.79303 -0.17118 0.692 0.913 0.412
N 1.08574 0.68973 1.61724 0.038 0.074 -1.173
O 2.69152 -0.22852 -0.33181 0.709 -0.116 -0.345
O 1.16578 1.87318 1.72623 -0.329 1.289 -0.127
O -2.44942 -1.22437 -1.22807 -2.573 1.258 0.375
O 1.42998 -1.96234 -0.24614 -0.356 -1.205 -0.163
O 1.45810 -0.09929 2.42240 0.000 -1.569 0.754
O -0.13795 0.81824 -1.92969 1.458 -0.161 0.117
O -1.68132 0.28707 1.04478 1.709 1.862 0.070
H -0.70121 -1.96378 -1.39032 0.577 0.556 0.817
H 1.48714 1.72717 -0.83555 -2.007 -0.540 -0.036
H -0.36157 1.96750 -0.20177 2.167 -0.931 -0.837
H -0.83121 -1.47080 1.20373 1.344 0.084 -0.570
H -1.08008 0.87985 -1.83877 -0.768 0.199 -0.117
H -2.55336 -0.01028 0.95613 -2.184 -0.728 -0.334

=====

Entry 3:
14
Properties=species:S:1:pos:R:3:forces:R:3 method="wB97M-V/def2-TZVPD" multiplicity=1 total_energy_ev=-20108.483 e_above_lowest_kcal_mol=19.8 homo_ev=-9.660 smiles="O=C1CN=C(CS)N1"
C -1.69877 -0.65681 -0.44626 -0.156 -0.495 0.034
C -0.28220 -0.30194 -0.18626 0.459 -0.978 0.672
C 1.83785 -0.46872 0.34134 0.594 -0.558 0.889
C 1.57516 0.94444 -0.07462 1.036 1.884 -0.213
H -2.59376 0.30022 1.54688 -0.065 0.064 -0.440
H -1.87193 -1.68688 -0.09935 0.076 0.500 0.074
H -1.86005 -0.69012 -1.52306 -0.138 0.248 -0.096
H 2.26454 -0.57572 1.34658 -0.234 0.537 0.077
H 2.65027 -0.92681 -0.23557 -0.472 -0.013 -0.497
H -0.25971 1.82132 -0.64960 0.093 -0.644 0.090
N 0.56278 -1.15076 0.29524 -0.680 0.277 -0.918
N 0.23595 0.95195 -0.45132 0.383 0.565 -0.023
O 2.32897 1.90949 -0.10568 -0.975 -1.237 0.032
S -2.88910 0.53035 0.24169 0.079 -0.148 0.320

=====

Entry 4:
14
Properties=species:S:1:pos:R:3:forces:R:3 method="wB97M-V/def2-TZVPD" multiplicity=1 total_energy_ev=-20107.301 e_above_lowest_kcal_mol=47.1 homo_ev=-8.410
C 0.18898 1.68307 -1.52603 -0.278 0.983 -1.393
C -0.20086 0.28103 0.21464 0.579 -0.176 0.991
C 0.37722 -0.41469 1.22629 -0.355 0.875 -0.212
C -0.22474 -1.61966 1.79449 0.119 -0.189 -0.658
H -0.44175 -0.10807 -2.32715 -0.010 0.301 -0.220
H -0.30130 1.19791 -3.44237 0.002 0.255 -0.936
H 0.44920 2.67752 -1.90004 0.089 -0.160 0.107
H -1.16965 -0.06690 -0.13227 -0.058 -0.129 -0.228
H 1.26163 0.01167 1.72616 -0.266 -0.266 -0.402
H 1.10416 -1.42863 3.12401 -0.814 -1.013 -0.148
N -0.28305 0.87506 -2.51445 0.136 -0.794 1.642
N 0.30886 1.47063 -0.28515 -0.037 -0.831 0.796
O 0.40491 -2.09243 2.87596 0.978 1.063 0.599
S -1.47360 -2.46651 1.16591 -0.086 0.083 0.063

=====

Entry 5:
14
Properties=species:S:1:pos:R:3:forces:R:3 method="wB97M-V/def2-TZVPD" multiplicity=1 total_energy_ev=-20106.797 e_above_lowest_kcal_mol=58.7 homo_ev=-8.647
C 2.42295 2.33944 0.07608 0.657 -0.300 0.008
C 1.12402 2.07085 0.09393 -0.546 0.063 0.116
C 0.66008 0.65936 0.02257 -0.102 0.182 0.008
C -2.29970 -1.93610 -0.05349 0.155 -0.128 -0.106
H 2.78553 3.37251 0.12801 -0.092 -0.521 -0.016
H 3.16174 1.50004 0.01911 -0.759 0.941 0.010
H 0.33566 2.83490 0.18457 0.529 -0.283 -0.112
H -0.19603 -1.64026 -0.11549 -0.985 0.495 0.088
H -3.19783 -1.34023 0.00299 -0.251 0.272 0.047
H -1.51463 -3.65725 -0.18083 0.006 -0.050 -0.026
N -1.13886 -1.20067 -0.04556 0.996 -0.304 -0.038
N -2.42265 -3.19455 -0.13513 0.124 0.000 0.056
O 1.38563 -0.30108 -0.06023 0.002 -0.196 -0.016
S -1.10592 0.49304 0.06348 0.265 -0.172 -0.021

=====

Entry 6:
14
Properties=species:S:1:pos:R:3:forces:R:3 method="wB97M-V/def2-TZVPD" multiplicity=1 total_energy_ev=-20105.958 e_above_lowest_kcal_mol=78.0 homo_ev=-9.664 smiles="OC1(CS)C=NN=C1"
C -0.35958 0.04432 -1.38521 0.175 -0.100 0.208
C -0.36781 -0.27898 0.13537 -0.658 0.027 -1.341
C 0.97348 -0.66360 0.60154 1.134 -1.226 -0.243
C -0.56783 0.88948 1.06234 1.705 -0.860 1.157
H 1.68745 1.00712 -1.26508 0.107 0.558 -0.192
H 0.06427 -0.82045 -1.94362 -0.371 0.623 0.385
H -1.36754 0.23120 -1.73376 -0.262 -0.147 0.027
H -1.22454 -1.63409 1.24802 0.022 -0.263 0.718
H 1.59289 -1.43686 0.12358 -0.327 0.259 0.369
H -1.44290 1.48819 1.01852 -0.451 0.681 0.369
N 1.36508 -0.03175 1.62108 0.739 -0.024 0.106
N 0.39106 0.96050 1.94286 -2.141 0.789 -1.053
O -1.32139 -1.33634 0.35019 0.190 0.735 -0.942
S 0.57735 1.58127 -1.77583 0.137 -1.051 0.432

=====

Entry 7:
14
Properties=species:S:1:pos:R:3:forces:R:3 method="wB97M-V/def2-TZVPD" multiplicity=1 total_energy_ev=-20107.754 e_above_lowest_kcal_mol=36.6 homo_ev=-7.392 smiles=Nc1cc(S)c(N)o1
C -0.28628 0.15396 1.27644 -0.571 0.048 0.414
C 0.95853 0.26028 0.80049 0.866 0.183 0.113
C 0.87163 0.00357 -0.61621 -0.272 -0.101 -0.529
C -0.45055 -0.20732 -0.86887 0.168 -0.144 -0.569
H -1.61282 0.91522 2.60278 0.452 -0.461 -0.054
H -0.17288 0.39479 3.24133 0.004 -0.018 0.111
H 1.87358 0.52945 1.32684 -0.460 -0.156 -0.063
H 2.55225 -1.17495 -1.81586 0.042 -0.297 0.053
H -0.61263 -0.33888 -2.81629 0.859 0.271 -1.471
H -2.06016 -0.15178 -2.07420 -0.858 0.372 0.010
N -0.87455 0.20172 2.54311 -0.327 0.483 -0.093
N -1.14936 -0.53520 -2.02514 0.334 -0.537 1.729
O -1.17159 -0.14105 0.26461 0.030 0.021 0.227
S 2.13483 0.09018 -1.83903 -0.267 0.337 0.122

=====

Entry 8:
13
Properties=species:S:1:pos:R:3:forces:R:3 method="wB97M-V/def2-TZVPD" multiplicity=1 total_energy_ev=-18059.291 e_above_lowest_kcal_mol=38.8 homo_ev=-9.224 smiles=N#C[C@@H]1NCCS1
C -0.74324 -1.79677 -0.27129 0.422 -1.277 0.184
C 1.05010 0.44682 -0.05436 2.851 -0.148 1.114
C 0.23198 0.77806 1.19901 -1.644 0.511 -0.688
C -0.99451 -0.41738 -0.82973 -0.655 -2.827 2.273
N -0.60309 -2.88456 0.11317 -0.156 1.589 -0.475
N 0.23526 0.17715 -1.21093 -0.892 1.890 -2.254
S -1.58656 0.52727 0.66192 0.795 0.751 0.193
H 1.80901 1.32107 -0.16801 -1.470 -1.544 -0.574
H 1.71422 -0.45792 0.16283 -0.996 1.015 -0.390
H 0.35892 0.14127 2.04442 0.399 -0.613 0.374
H 0.47370 1.80416 1.50362 -0.748 -0.177 -0.033
H -1.82334 -0.71356 -1.53509 1.011 1.571 0.045
H -0.12244 1.07439 -1.61555 1.084 -0.740 0.233

=====

Entry 9:
13
Properties=species:S:1:pos:R:3:forces:R:3 method="wB97M-V/def2-TZVPD" multiplicity=1 total_energy_ev=-18058.811 e_above_lowest_kcal_mol=49.9 homo_ev=-8.959 smiles="CSC1N=CC=N1"
C 1.66727 0.66652 0.74164 2.829 -0.329 0.264
C 1.64871 0.66758 -0.76149 3.664 -0.430 0.193
C -0.12384 1.58673 -0.01404 -2.255 0.575 1.198
C -1.69982 -0.84916 0.04501 0.838 2.763 0.369
N 0.61505 1.14226 1.19302 -2.532 1.763 -0.029
N 0.61800 1.20941 -1.14449 -2.908 1.249 -2.061
S -1.90145 0.98631 -0.02011 1.646 -0.083 0.002
H 2.48208 0.58671 1.48304 -0.109 -0.936 -0.872
H 2.42247 0.55415 -1.54294 -0.052 -0.795 0.984
H -0.23720 2.72688 -0.03574 0.256 -1.523 0.339
H -2.70862 -1.00251 -0.01287 -2.717 -1.354 0.628
H -1.18159 -1.17992 0.91238 0.079 -0.309 0.714
H -1.34121 -1.24183 -0.84223 1.261 -0.592 -1.730

=====

Entry 10:
13
Properties=species:S:1:pos:R:3:forces:R:3 method="wB97M-V/def2-TZVPD" multiplicity=1 total_energy_ev=-18059.754 e_above_lowest_kcal_mol=28.1 homo_ev=-8.512 smiles="N[C@@H]1C=CNC1=S"
C -0.07270 0.67963 0.31719 -0.272 -1.778 -1.316
C 1.33531 0.12453 0.08691 -0.593 1.129 0.340
C 1.25971 -1.17065 -0.14970 0.052 -1.568 -0.484
C -0.93055 -0.60798 0.03470 -0.032 1.257 -0.698
H -0.35404 2.64963 -0.06505 0.372 0.830 0.188
H -1.63827 1.71264 -0.30764 1.214 0.253 -0.779
H -0.23098 0.69980 1.39568 0.115 1.007 0.347
H 2.22965 0.71925 0.25532 -0.138 -0.363 -0.129
H 2.09482 -1.90316 -0.21612 -0.947 0.642 -0.091
H -0.41545 -2.51467 -0.55242 -0.459 -1.165 -0.274
N -0.60525 1.80717 -0.54031 -0.999 -1.898 1.832
N -0.12608 -1.62288 -0.26919 2.655 1.919 0.961
S -2.54616 -0.57331 0.01065 -0.968 -0.262 0.106

=====

no.,Kohn-Sham gap (eV)
1,6.7
2,9.9
3,10.3
4,8.3
5,8.5
6,9.4
7,8.2
8,9.8
9,9.2
10,9.1